Record 1
{
  "formula": "C25H30BBr37F4INO8PS2",
  "method": "ωB97M-V/def2-TZVPD",
  "species": ["C", "C", "C", "O", "B", "P", "O", "Br", "O", "C", "C", "C", "C", "S", "O", "O", "O", "N", "C", "S", "C", "C", "C", "O", "I", "C", "F", "F", "C", "F", "F", "O", "H", "H", "H", "H", "H", "H", "H", "H", "H", "H", "H", "H", "H", "H", "H", "H", "H", "H", "C", "Br", "Br", "Br", "H", "C", "Br", "Br", "Br", "H", "C", "Br", "Br", "Br", "H", "C", "Br", "Br", "Br", "H", "C", "Br", "Br", "Br", "H", "C", "Br", "Br", "Br", "H", "C", "Br", "Br", "Br", "H", "C", "Br", "Br", "Br", "H", "C", "Br", "Br", "Br", "H", "C", "Br", "Br", "Br", "H", "C", "Br", "Br", "Br", "H", "C", "Br", "Br", "Br", "H"],
  "positions_angstrom": [[3.4769, 2.9490, 0.4232], [2.4284, 1.8989, 0.0662], [2.4832, 1.5585, -1.4090], [1.4546, 0.7388, -1.8349], [1.6269, -0.6868, -1.7289], [3.1120, -1.5536, -2.7267], [2.4807, -2.8481, -3.5370], [3.5951, -0.0629, -4.3797], [0.3255, -1.2236, -2.2913], [-0.4317, -1.8008, -1.3683], [-1.6245, -0.8805, -1.1458], [-1.2227, 0.5764, -0.9307], [-2.4586, 1.4007, -0.5944], [-3.2255, 2.1899, -2.0086], [-2.4011, 2.3087, -3.1210], [-3.7564, 3.5428, -1.6814], [-4.5707, 1.1913, -2.4647], [-1.0809, -3.1045, -1.7920], [-0.9913, -3.3812, -2.9053], [-0.7783, -3.9578, -4.3136], [0.5405, -2.0782, -0.1134], [1.3014, -3.4220, -0.3602], [2.7740, -3.5277, 0.0092], [3.4383, -4.1302, -0.6789], [3.7884, -2.6589, 1.6964], [-0.0895, -2.1998, 1.2802], [0.5665, -3.0085, 2.0901], [-1.2832, -2.7977, 1.1140], [-0.3724, -0.9236, 2.0956], [-1.5952, -0.4409, 1.8839], [0.5203, 0.0259, 1.9410], [1.4644, -1.0914, -0.3264], [3.0110, 3.8812, 0.7042], [4.1011, 2.6170, 1.2274], [4.1148, 3.0909, -0.4378], [2.7132, 1.0101, 0.6113], [1.4363, 2.1648, 0.4066], [3.4896, 1.2123, -1.6390], [2.3636, 2.5032, -1.9543], [1.9791, -2.4917, -4.2784], [-2.2155, -0.9237, -2.0564], [-2.2992, -1.1760, -0.3550], [-0.5277, 0.6872, -0.1228], [-0.7768, 0.9967, -1.8117], [-2.2787, 2.1699, 0.1382], [-3.2055, 0.7501, -0.1632], [-4.3043, 0.3087, -2.1613], [0.7623, -4.2680, 0.0392], [1.2873, -3.5715, -1.4280], [-0.3545, -1.1851, 3.1564], [-6.9013, 2.5109, 0.6377], [-5.4958, 2.7311, -0.7238], [-6.1541, 1.6139, 2.1706], [-7.7704, 4.1728, 1.0735], [-7.6704, 1.8576, 0.2408], [-8.4186, 1.1638, 5.2725], [-8.1973, 0.0542, 6.8353], [-9.6291, 0.3564, 4.0131], [-8.9468, 2.9547, 5.7311], [-7.4562, 1.2309, 4.7858], [7.0286, -5.2808, 0.1232], [7.9242, -3.7996, 0.9532], [8.1245, -6.0973, -1.2373], [6.4252, -6.5671, 1.4212], [6.1487, -4.8876, -0.3676], [-7.5987, 2.7271, -4.5823], [-6.2351, 2.9670, -5.9179], [-6.8615, 1.9310, -2.9686], [-8.5298, 4.3695, -4.1960], [-8.3273, 2.0444, -4.9944], [12.4261, -2.9564, 0.2511], [11.5889, -1.4357, 1.0691], [11.1865, -4.3894, -0.0529], [13.3510, -2.4652, -1.3661], [13.1705, -3.3166, 0.9436], [-5.9042, -2.3558, 2.9536], [-6.7634, -3.8283, 3.8578], [-5.3001, -1.0141, 4.1928], [-4.4930, -2.9417, 1.7935], [-6.6517, -1.8903, 2.3279], [9.6313, 0.9393, -1.5281], [10.0538, 2.1968, -2.9211], [9.7060, 1.7666, 0.2105], [7.9418, 0.0724, -1.8361], [10.3904, 0.1713, -1.5454], [10.0777, 6.4518, -1.8263], [11.6731, 5.5562, -2.4419], [8.4781, 5.4923, -2.2943], [10.1584, 6.8217, 0.0614], [10.0358, 7.4023, -2.3340], [-1.2338, 1.3573, 5.5883], [-3.0489, 1.8132, 6.0507], [-1.0140, -0.5497, 5.3812], [-0.6271, 2.3330, 4.0479], [-0.6123, 1.6584, 6.4170], [-0.7358, 4.5189, -3.4757], [0.6259, 4.9714, -4.7596], [0.0281, 4.0335, -1.7810], [-2.0455, 5.9194, -3.2953], [-1.2528, 3.6471, -3.8503], [-3.0878, -3.9986, 6.9937], [-3.4797, -2.3425, 7.8914], [-1.9596, -3.7354, 5.4572], [-2.3484, -5.3038, 8.2016], [-4.0243, -4.3934, 6.6321], [-9.1896, -1.3185, -2.9433], [-8.8582, -0.9590, -1.0788], [-9.9965, -3.0451, -3.2032], [-10.2232, 0.0817, -3.7632], [-8.2305, -1.3359, -3.4385]],
  "atomic_forces_ev_per_a": [[-0.521, -0.049, -0.391], [0.854, -0.604, 0.472], [-0.282, 1.506, -0.036], [0.865, -0.734, -0.363], [-2.558, 0.783, -0.625], [1.791, -0.157, 0.870], [0.043, 0.676, -0.218], [-0.338, -0.179, 0.036], [0.920, -0.693, -1.209], [-1.586, -0.272, 1.901], [-0.201, 0.769, 0.309], [-0.903, 0.043, -0.346], [-0.243, -0.662, 0.130], [-1.913, 2.294, 0.351], [1.922, -1.599, -2.383], [2.085, -2.195, -1.302], [4.472, 0.014, 0.294], [0.157, 2.278, 4.997], [0.312, -2.056, -3.711], [0.006, -0.505, -2.068], [1.160, -1.200, -1.552], [-1.215, 0.680, 0.229], [-3.506, 2.608, 2.397], [3.986, -3.485, -3.430], [-0.151, 0.360, 0.504], [-0.920, 2.075, -1.131], [1.384, -0.824, 0.947], [-1.186, -0.661, -0.219], [0.220, -1.407, 1.809], [-1.174, 0.657, -0.760], [1.042, 1.212, -0.632], [1.261, 0.578, 1.536], [0.059, 0.469, -0.016], [0.360, -0.096, 0.563], [0.313, 0.374, -0.234], [-0.321, -0.501, 0.218], [-0.383, 0.150, -0.120], [0.207, -0.390, -0.129], [0.239, -0.013, -0.126], [-0.602, -0.324, -0.112], [-0.048, -0.118, -0.438], [0.001, -0.438, 0.385], [0.419, 0.107, 0.308], [0.524, -0.050, -0.265], [0.014, 0.631, -0.050], [-0.523, -0.005, 0.228], [-0.068, -0.261, -0.121], [-0.010, -0.414, 0.336], [0.332, -0.086, -0.427], [0.136, -0.424, -0.329], [-0.156, -0.436, -0.722], [-3.479, 1.675, 6.505], [-0.051, -0.008, 0.051], [0.127, -0.076, 0.038], [-0.103, 0.030, 0.152], [0.013, -0.064, 0.035], [-0.008, 0.083, -0.062], [0.035, 0.025, 0.007], [-0.006, -0.065, -0.016], [0.029, -0.020, -0.045], [-0.138, 0.131, 0.025], [-0.264, 0.022, 0.086], [0.005, -0.028, 0.034], [0.040, 0.012, -0.036], [-0.058, 0.007, -0.022], [-0.325, -0.518, 0.095], [0.013, 0.030, 0.082], [-2.605, 0.576, -2.677], [0.063, -0.031, 0.013], [-0.047, 0.042, -0.071], [0.084, -0.188, -0.011], [-0.123, 0.088, -0.044], [0.256, 0.043, -0.100], [-0.009, 0.041, -0.013], [0.064, -0.004, 0.017], [-0.099, 0.074, -0.112], [0.086, 0.070, 0.003], [0.182, -0.167, 0.204], [0.069, 0.017, 0.064], [-0.069, 0.033, 0.020], [-0.120, -0.155, -0.047], [0.029, -0.151, 0.001], [-0.024, 0.060, -0.012], [0.049, 0.062, 0.043], [0.062, -0.014, 0.032], [-0.045, -0.071, -0.028], [-0.075, 0.087, 0.054], [0.057, 0.104, 0.057], [0.014, -0.034, -0.031], [0.022, 0.053, -0.016], [0.086, -0.010, -0.087], [-0.009, -0.070, -0.026], [-0.226, 0.500, 0.533], [-0.049, -0.020, 0.032], [0.008, 0.007, 0.060], [0.050, 0.123, -0.159], [0.041, 0.049, 0.036], [-0.043, 0.119, 0.042], [0.100, 0.038, -0.046], [0.166, 0.214, 0.038], [0.031, 0.070, -0.002], [0.010, -0.020, -0.026], [-0.062, -0.292, -0.026], [-0.005, 0.039, -0.027], [-0.063, -0.019, -0.038], [0.062, 0.044, 0.020], [-0.031, -0.019, -0.017], [0.000, 0.051, 0.030], [-0.049, -0.028, 0.035], [0.056, 0.030, -0.006]],
  "total_energy_ev": -2686457.409,
  "lumo_ev": 0.98,
  "charge": -1,
  "orbital_gap_ev": 6.27,
  "multiplicity": 1,
  "e_homo_ev": -5.295
}

=====

Record 2
{
  "formula": "C4H6Cl2N",
  "method": "ωB97M-V/def2-TZVPD",
  "species": ["C", "C", "C", "C", "N", "Cl", "Cl", "H", "H", "H", "H", "H", "H"],
  "positions_angstrom": [[-0.4285, -1.7789, 0.4205], [-0.5666, 1.4824, 0.5581], [0.6363, 1.1846, 1.0317], [0.2911, -0.6658, -1.7232], [0.0399, -1.1903, -0.6080], [1.9412, -0.3860, -2.1758], [-0.9123, -0.0814, -2.7187], [-0.4188, -1.1468, 1.2381], [-0.7651, -2.9280, 0.5753], [-1.3730, 1.3684, 1.2633], [-0.6758, 1.7930, -0.5511], [0.6463, 1.1211, 2.1045], [1.5852, 1.2277, 0.5852]],
  "atomic_forces_ev_per_a": [[0.388, -2.208, -1.996], [0.901, 0.170, -2.289], [-1.228, 0.885, 1.400], [1.365, 0.136, 0.289], [-1.080, -1.889, 0.370], [-1.098, -0.347, 0.251], [-0.207, 0.001, -0.178], [-0.377, 1.096, 2.015], [0.994, 2.712, -1.044], [-0.591, 0.510, -0.373], [-0.365, -0.558, 2.089], [0.385, -0.618, 0.470], [0.913, 0.109, -1.004]],
  "total_energy_ev": -30769.584,
  "lumo_ev": -5.81,
  "charge": 1,
  "orbital_gap_ev": 8.37,
  "multiplicity": 1,
  "e_homo_ev": -14.183
}

=====

Record 3
{
  "formula": "C13H35IO8S2Si2",
  "method": "ωB97M-V/def2-TZVPD",
  "species": ["C", "C", "C", "C", "O", "Si", "O", "Si", "C", "I", "C", "C", "H", "H", "H", "H", "H", "H", "H", "H", "H", "H", "H", "H", "H", "H", "H", "H", "H", "H", "H", "O", "S", "O", "O", "C", "C", "C", "H", "H", "H", "H", "H", "H", "H", "H", "O", "S", "O", "O", "C", "C", "C", "H", "H", "H", "H", "H", "H", "H", "H"],
  "positions_angstrom": [[2.5037, 0.4199, 2.2748], [2.0784, 0.6825, 0.8455], [0.6247, 1.0892, 0.6698], [-0.4277, 0.0034, 0.9772], [0.1339, -1.2370, 1.4243], [-0.3762, -2.6060, 0.6541], [0.7886, -3.7723, 0.8199], [2.3415, -3.4965, 0.2646], [2.4062, -2.6511, -1.4067], [1.2989, -3.9307, -2.7653], [3.8435, -2.4797, -1.9180], [4.4265, -1.1256, -1.5420], [3.5543, 0.1417, 2.2835], [1.9555, -0.3907, 2.7303], [2.4136, 1.3174, 2.8790], [2.6875, 1.4949, 0.4597], [2.2889, -0.1821, 0.2226], [0.4180, 1.9821, 1.2515], [0.4875, 1.3704, -0.3714], [-1.1355, 0.3689, 1.7145], [-1.0080, -0.1733, 0.0729], [-0.5815, -2.3151, -0.7774], [-1.6138, -3.1255, 1.2562], [3.0245, -4.7978, 0.2241], [3.0379, -2.6167, 1.2309], [1.9247, -1.6832, -1.4271], [3.8296, -2.5583, -2.9959], [4.4898, -3.2631, -1.5358], [4.8023, -1.1149, -0.5249], [5.2368, -0.8604, -2.2089], [3.6875, -0.3326, -1.6081], [1.3782, 4.7988, 1.5331], [1.2439, 5.8198, 0.5386], [2.3330, 6.7012, 0.2565], [-0.0588, 6.6758, 0.8634], [-0.1739, 7.2387, 2.1880], [0.7157, 8.4485, 2.3933], [0.6758, 5.1106, -0.9684], [0.0254, 6.4627, 2.9286], [-1.2210, 7.5196, 2.2776], [1.7700, 8.1792, 2.3620], [0.5074, 8.8991, 3.3637], [0.5391, 9.1896, 1.6143], [-0.1674, 4.4595, -0.7565], [1.5065, 4.5404, -1.3779], [0.3968, 5.9114, -1.6472], [-3.2424, -3.1676, -2.3679], [-3.7394, -4.4663, -2.0293], [-4.6353, -5.1436, -2.9141], [-4.3885, -4.3944, -0.5750], [-5.3811, -3.3753, -0.3379], [-6.7244, -3.7046, -0.9583], [-2.4048, -5.5354, -1.6208], [-5.0022, -2.4136, -0.6876], [-5.4681, -3.3219, 0.7453], [-6.6718, -3.7091, -2.0456], [-7.4632, -2.9625, -0.6552], [-7.0616, -4.6902, -0.6384], [-1.7415, -5.0216, -0.9303], [-1.8833, -5.7621, -2.5476], [-2.8047, -6.4445, -1.1805]],
  "atomic_forces_ev_per_a": [[0.394, -0.009, -0.065], [-0.180, 0.099, 0.116], [-0.110, -0.279, -0.145], [0.116, 0.171, -0.001], [-0.164, -0.048, -0.398], [0.063, -0.332, 0.344], [0.205, 0.752, -0.423], [-0.240, -0.110, 0.650], [0.226, -0.569, -0.091], [0.038, 0.117, 0.059], [-0.213, 0.301, 0.027], [-0.027, 0.099, 0.205], [0.210, -0.052, 0.083], [-0.248, -0.130, 0.129], [-0.148, 0.147, 0.137], [0.155, 0.156, -0.181], [0.043, -0.200, -0.026], [0.008, 0.139, 0.221], [-0.012, 0.150, -0.216], [-0.031, -0.087, 0.315], [-0.134, -0.053, -0.197], [-0.029, 0.109, 0.006], [-0.046, -0.072, 0.037], [0.032, -0.031, -0.191], [0.044, 0.014, -0.016], [-0.422, 0.079, -0.068], [0.090, -0.115, -0.296], [0.117, -0.331, -0.059], [0.087, 0.018, 0.217], [0.277, 0.002, -0.083], [-0.158, 0.103, -0.128], [0.163, -0.012, 0.095], [-0.398, 0.090, -0.203], [0.129, -0.074, 0.097], [0.098, -0.077, -0.165], [-0.031, 0.220, 0.469], [0.140, -0.060, -0.148], [-0.040, -0.026, -0.002], [0.054, -0.062, -0.093], [-0.036, -0.065, -0.137], [-0.004, -0.021, 0.015], [-0.071, -0.019, 0.009], [-0.043, 0.023, 0.022], [-0.009, 0.005, 0.014], [0.031, 0.000, 0.025], [0.011, 0.019, 0.002], [-0.047, 0.087, -0.133], [0.026, -0.149, 0.390], [0.017, 0.070, -0.121], [0.096, -0.133, -0.101], [-0.345, 0.333, 0.082], [0.079, -0.117, -0.148], [0.052, -0.002, 0.040], [0.077, -0.064, -0.069], [0.117, -0.097, 0.023], [0.016, 0.020, -0.004], [0.027, 0.019, 0.065], [-0.020, 0.014, 0.046], [0.015, -0.004, 0.002], [-0.017, 0.037, -0.032], [-0.037, 0.004, -0.005]],
  "total_energy_ev": -75957.357,
  "lumo_ev": 0.36,
  "orbital_gap_ev": 9.81,
  "multiplicity": 1,
  "e_homo_ev": -9.455
}

=====

Record 4
{
  "formula": "C5H10O",
  "method": "ωB97M-V/def2-TZVPD",
  "species": ["C", "C", "C", "C", "C", "O", "H", "H", "H", "H", "H", "H", "H", "H", "H", "H"],
  "positions_angstrom": [[-1.7240, 0.1619, 1.0021], [-0.2801, -0.3159, 0.8462], [0.0535, -1.0697, -0.4703], [1.2114, -0.2288, -1.0474], [1.0259, 1.1438, -0.4433], [0.5855, 0.8691, 0.8729], [-1.7271, 0.9223, 1.7869], [-2.4491, -0.6124, 1.2843], [-2.0766, 0.6232, 0.0737], [0.0084, -0.9097, 1.7244], [0.3886, -2.0982, -0.2906], [-0.8127, -1.1281, -1.1419], [1.3191, -0.1808, -2.1344], [2.1438, -0.6066, -0.6144], [0.3233, 1.8057, -0.9781], [2.0100, 1.6240, -0.4701]],
  "atomic_forces_ev_per_a": [[0.046, 0.105, -0.054], [0.182, 0.303, 0.060], [0.135, 0.170, -0.085], [-0.016, -0.225, -0.083], [0.129, -0.072, -0.261], [-0.223, -0.349, 0.072], [-0.108, -0.065, -0.071], [0.361, -0.060, -0.121], [0.049, 0.007, 0.094], [-0.032, 0.167, -0.197], [-0.170, 0.226, 0.064], [0.142, 0.186, 0.153], [-0.189, -0.298, 0.092], [-0.037, -0.072, -0.264], [-0.008, -0.317, 0.041], [-0.261, 0.294, 0.561]],
  "total_energy_ev": -7394.243,
  "lumo_ev": 1.12,
  "smiles": "C[C@H]1CCCO1",
  "orbital_gap_ev": 10.73,
  "multiplicity": 1,
  "e_homo_ev": -9.611
}